Density functional theory data (wB97M-V/def2-TZVPD) for C29H35Cl2KN2O2P as an isolated structure.

```
72
Properties=species:S:1:pos:R:3:mulliken_charge:R:1
K -2.21 0.26 0.30 1.0461
O -2.05 2.60 1.10 -0.7913
C -1.56 3.16 2.14 0.1306
C -1.47 4.59 2.18 -0.4460
C -0.98 5.29 3.26 -0.3503
C -0.55 4.61 4.40 -0.6665
C -0.62 3.23 4.40 -0.6486
C -1.10 2.48 3.32 0.9047
C -1.07 1.03 3.53 -0.9831
N -1.25 0.08 2.69 0.4348
N -1.08 -1.19 3.25 -0.6184
C -1.53 -2.15 2.48 0.0038
O -2.12 -2.06 1.36 -0.9545
C -1.27 -3.53 3.01 0.4101
C -0.54 -3.76 4.18 -0.1533
C -0.30 -5.05 4.62 -0.6397
C -0.79 -6.14 3.90 -0.3324
C -1.51 -5.92 2.74 -0.5896
C -1.75 -4.62 2.30 -0.3048
H -1.81 5.12 1.29 0.3593
H -0.94 6.38 3.22 0.3487
H -0.17 5.14 5.26 0.3629
H -0.29 2.69 5.28 0.2545
H -0.82 0.74 4.56 0.2106
H -0.17 -2.90 4.73 0.4442
H 0.26 -5.22 5.53 0.3648
H -0.60 -7.15 4.24 0.3682
H -1.89 -6.76 2.17 0.3662
H -2.31 -4.42 1.40 0.3532
Cl -3.84 1.52 -2.25 -0.1065
C -3.71 0.03 -3.19 0.0818
Cl -3.61 -1.40 -2.15 -0.0936
H -2.80 0.08 -3.77 -0.2451
H -4.59 -0.06 -3.81 0.4087
C 0.14 1.18 -4.71 -1.9534
C 0.85 0.14 -3.85 1.8081
C 2.34 0.08 -4.19 -1.8012
C 0.25 -1.24 -4.15 -1.7676
P 0.39 0.44 -2.04 0.4455
C 1.40 -0.81 -1.15 0.4942
C 0.66 -1.79 -0.48 -0.2977
C 1.29 -2.77 0.28 -0.5759
C 2.67 -2.78 0.37 -0.6818
C 3.42 -1.83 -0.30 -0.7318
C 2.79 -0.85 -1.05 -0.1437
C 1.04 2.12 -1.44 2.0538
C -0.09 3.13 -1.70 -1.5269
C 2.34 2.66 -2.05 -1.9392
C 1.22 2.01 0.08 -2.1003
H 0.21 0.90 -5.76 0.5151
H 0.59 2.17 -4.61 0.3183
H -0.91 1.27 -4.45 0.2843
H 2.45 -0.13 -5.26 0.5372
H 2.83 -0.72 -3.65 0.3347
H 2.85 1.02 -3.98 0.2844
H 0.42 -1.50 -5.20 0.5075
H -0.83 -1.26 -3.96 0.2341
H 0.71 -2.01 -3.53 0.3504
H -0.42 -1.80 -0.51 0.4442
H 0.69 -3.49 0.82 0.4790
H 3.17 -3.53 0.98 0.4009
H 4.50 -1.83 -0.23 0.4101
H 3.39 -0.11 -1.56 0.1706
H -0.36 3.19 -2.75 0.2541
H 0.24 4.12 -1.37 0.4971
H -0.98 2.88 -1.11 0.2238
H 2.23 2.87 -3.12 0.3485
H 3.18 1.98 -1.91 0.2163
H 2.59 3.60 -1.56 0.5478
H 0.34 1.57 0.56 0.5218
H 1.34 3.01 0.51 0.5559
H 2.09 1.41 0.35 0.3521
```

Output
Gap between HOMO and LUMO ... 5.51 eV
E_HOMO ... -3.46 eV
Relative energy (zero: lowest compared OMol25 entry of this formula, charge and spin) ... 31.8 kJ/mol
Net charge ... -1
LUMO ... 2.051 eV

***

Density functional theory data (wB97M-V/def2-TZVPD) for C7H13GaNO2P as an isolated structure.

```
25
Properties=species:S:1:pos:R:3:nbo_charge:R:1
C -0.25 -0.35 -1.35 -0.4034
C -0.94 0.38 -2.34 -0.3851
C -0.39 1.69 -2.53 -0.4478
C 0.82 1.67 -1.75 -0.3615
C 0.84 0.40 -1.00 -0.3483
Ga -1.05 1.64 -0.72 0.5705
P 0.40 -2.07 0.09 0.0311
H -0.74 -1.51 -1.35 0.2824
H -1.82 0.08 -2.91 0.2391
H -0.75 2.46 -3.24 0.2635
H 1.78 0.08 -0.34 0.2696
H 1.55 2.48 -1.87 0.2527
H 1.67 -1.77 0.64 -0.0024
H 0.67 -3.23 -0.66 -0.0052
H -0.30 -2.71 1.11 -0.0138
N -0.44 1.14 4.57 -0.6796
C -1.41 1.69 3.57 -0.3464
C -0.72 1.51 2.16 0.7820
O -1.49 2.02 1.22 -0.7540
O 0.39 0.91 2.17 -0.7172
H -0.83 0.38 5.10 0.4197
H -0.21 1.79 5.29 0.4158
H 0.43 0.81 4.14 0.4692
H -2.31 1.06 3.66 0.2339
H -1.55 2.76 3.82 0.2355
```

Output
Gap between HOMO and LUMO ... 3.42 eV
E_HOMO ... -4.06 eV
Relative energy (zero: lowest compared OMol25 entry of this formula, charge and spin) ... 444.8 kJ/mol
Net charge ... 0
LUMO ... -0.639 eV

***

Density functional theory data (wB97M-V/def2-TZVPD) for C6H14NO in the gas phase.

```
22
Properties=species:S:1:pos:R:3:nbo_charge:R:1
C 0.53 -0.15 1.25 -0.2172
N -0.55 -1.01 1.86 -0.5861
C -1.70 -0.27 2.74 0.0342
O -2.81 -0.88 2.29 -0.3301
C 0.76 -0.75 -0.25 -0.3760
C 0.07 0.18 -1.28 -0.2280
C 0.63 -0.31 -2.60 -0.6378
C 0.51 1.63 -0.98 -0.6172
H 1.35 -0.17 1.85 0.1898
H 0.15 0.84 1.27 0.1773
H -1.09 -1.58 1.18 0.3685
H -1.31 -0.41 3.81 0.1407
H -1.76 0.81 2.70 0.1988
H 1.77 -0.85 -0.45 0.2014
H 0.27 -1.70 -0.35 0.2046
H -1.09 0.07 -1.15 0.2084
H 1.45 -1.04 -2.61 0.2142
H -0.33 -0.87 -3.09 0.2123
H 0.88 0.35 -3.51 0.2244
H 0.49 2.45 -1.71 0.2210
H 1.62 1.67 -0.89 0.1997
H 0.14 1.97 -0.08 0.1972
```

Output
Gap between HOMO and LUMO (spin up / spin down) ... 10.29 / 7.19 eV
E_HOMO (spin up / spin down) ... -9.28 / -9.04 eV
Relative energy (zero: lowest compared OMol25 entry of this formula, charge and spin) ... 277.4 kJ/mol
2S+1 ... 2
Net charge ... 0
LUMO (spin up / spin down) ... 1.005 / -1.846 eV

***

Density functional theory data (wB97M-V/def2-TZVPD) for a 16-piece molecular cluster, C43H111N7O32 overall.

```
193
Properties=species:S:1:pos:R:3:mulliken_charge:R:1
C 5.76 0.97 2.93 -0.7206
N 5.29 0.83 4.33 0.9382
O 4.10 0.69 4.51 -0.4062
O 6.13 0.90 5.20 -0.6327
H 6.47 0.20 2.65 0.3398
H 6.31 1.91 2.93 0.3979
H 4.92 1.03 2.26 0.0788
C 3.71 -2.98 -2.05 -0.6832
N 3.48 -3.11 -0.57 1.0469
O 3.09 -4.16 -0.12 -0.6414
O 3.82 -2.16 0.10 -0.3878
H 4.72 -3.39 -2.16 0.4052
H 3.67 -1.92 -2.24 0.1897
H 2.98 -3.58 -2.57 0.0395
C 0.04 2.90 1.73 1.3031
N -0.61 4.22 1.73 1.3212
O -1.07 4.61 2.77 -0.7093
O -0.70 4.80 0.68 -0.6704
H -0.64 2.07 1.90 -0.2426
H 0.78 2.87 2.52 -0.4821
H 0.58 2.73 0.80 -0.7019
C -1.40 3.46 -4.75 -0.3143
N -2.80 3.68 -5.14 0.8371
O -3.65 3.68 -4.29 -0.5203
O -3.00 3.98 -6.28 -0.5168
H -1.34 2.74 -3.94 -0.3472
H -1.05 4.40 -4.31 0.5071
H -0.81 3.17 -5.60 0.2214
C 1.62 -4.38 2.79 0.5694
N 2.26 -5.57 3.43 1.1269
O 2.92 -6.28 2.73 -0.6052
O 1.93 -5.82 4.55 -0.6238
H 0.59 -4.28 3.13 -0.0383
H 1.68 -4.44 1.71 -0.1815
H 2.23 -3.57 3.19 -0.2188
C 3.32 1.06 -0.14 1.9364
N 4.47 0.68 -1.00 1.4837
O 4.31 0.73 -2.19 -0.6976
O 5.47 0.32 -0.43 -0.6965
H 2.42 1.26 -0.70 -0.4733
H 3.58 1.96 0.41 -0.7399
H 3.14 0.23 0.54 -0.8594
C -5.64 4.88 -2.09 -0.7995
N -5.14 3.64 -1.45 0.8763
O -3.96 3.58 -1.21 -0.3181
O -5.98 2.85 -1.09 -0.5634
H -5.03 5.08 -2.96 0.2292
H -5.53 5.69 -1.37 0.3047
H -6.67 4.85 -2.44 0.3022
C -0.83 1.62 -1.42 -0.2606
O 0.09 0.71 -0.82 0.8654
C -0.58 -0.33 -0.13 -0.0773
C 0.37 -1.10 0.71 0.7048
O 0.97 -0.20 1.61 1.1666
C 1.69 -0.81 2.65 -0.9838
H -1.34 1.08 -2.22 -0.6626
H -0.26 2.50 -1.71 0.1071
H -1.59 1.98 -0.72 0.2275
H -1.12 -0.98 -0.84 0.0328
H -1.39 0.02 0.52 -0.0042
H 1.14 -1.62 0.12 -0.4865
H -0.11 -1.91 1.27 -0.3534
H 1.02 -1.34 3.33 0.1021
H 2.19 -0.02 3.20 -0.2078
H 2.49 -1.45 2.24 0.0154
C -5.38 -4.85 3.22 -0.9867
O -4.17 -4.20 2.93 -0.0719
C -3.49 -3.74 4.05 -1.1967
C -2.21 -3.08 3.65 -0.0925
O -2.38 -2.00 2.72 0.5892
C -3.34 -1.06 3.11 -1.4723
H -5.22 -5.76 3.80 0.3472
H -5.82 -5.19 2.28 0.2464
H -6.09 -4.17 3.72 0.3783
H -3.20 -4.54 4.75 0.5578
H -4.11 -3.07 4.66 0.4241
H -1.54 -3.74 3.09 -0.1596
H -1.67 -2.68 4.51 0.4390
H -3.44 -0.25 2.38 0.1182
H -3.19 -0.58 4.08 0.4039
H -4.33 -1.53 3.03 0.4118
C 7.99 -4.08 2.17 -0.7439
O 7.27 -3.51 3.24 -0.3979
C 5.91 -3.24 2.97 -0.4435
C 5.36 -2.46 4.15 0.6842
O 4.99 -3.32 5.20 -0.4469
C 4.22 -2.62 6.16 -0.4205
H 8.32 -5.09 2.44 0.2668
H 8.92 -3.53 2.02 0.2689
H 7.47 -4.10 1.21 0.2780
H 5.38 -4.18 2.82 0.4971
H 5.79 -2.59 2.09 0.0964
H 4.47 -1.89 3.84 -0.6014
H 6.12 -1.76 4.51 0.4445
H 3.33 -2.17 5.71 0.0085
H 4.82 -1.88 6.68 0.2817
H 3.89 -3.38 6.87 0.3051
C 2.90 3.62 4.37 -0.9268
O 3.24 3.52 3.00 0.3175
C 3.84 4.71 2.53 -0.8806
C 3.98 4.76 1.03 -0.5632
O 2.73 4.61 0.41 -0.1710
C 2.83 4.62 -1.00 -0.8095
H 3.78 3.52 5.01 0.3367
H 2.25 2.77 4.60 0.0326
H 2.37 4.54 4.63 0.4434
H 4.85 4.72 2.99 0.3513
H 3.33 5.62 2.86 0.4126
H 4.70 4.02 0.63 0.2923
H 4.45 5.72 0.77 0.3877
H 3.17 5.59 -1.39 0.4510
H 1.86 4.38 -1.40 0.0902
H 3.55 3.85 -1.32 0.3389
C 1.15 -1.63 -3.46 -0.9115
O 0.78 -2.69 -2.63 0.6378
C 0.27 -3.81 -3.32 -0.5122
C -0.23 -4.94 -2.46 -0.7534
O -1.32 -4.66 -1.62 -0.4820
C -0.96 -3.83 -0.51 -0.1118
H 2.02 -1.84 -4.09 0.5054
H 1.40 -0.76 -2.84 -0.1706
H 0.35 -1.28 -4.13 0.1594
H 1.00 -4.19 -4.05 0.4562
H -0.54 -3.47 -3.99 0.2023
H 0.59 -5.45 -1.94 0.3172
H -0.58 -5.68 -3.18 0.4218
H -0.06 -4.18 0.00 0.3662
H -1.81 -3.89 0.16 0.1758
H -0.80 -2.80 -0.85 -0.3608
C -0.78 0.56 4.39 0.3902
O -1.76 1.06 5.25 -0.5061
C -1.93 2.46 5.21 -0.0638
C -3.06 2.80 6.15 -0.7986
O -2.76 2.40 7.46 -0.2890
C -3.84 2.56 8.33 -0.8036
H -0.44 -0.41 4.76 0.1265
H 0.11 1.19 4.43 0.0702
H -1.17 0.39 3.38 -0.3704
H -2.28 2.69 4.19 0.2419
H -1.04 3.07 5.39 0.2536
H -4.01 2.37 5.83 0.3441
H -3.18 3.90 6.09 0.3941
H -4.11 3.60 8.51 0.3056
H -3.56 2.19 9.32 0.2552
H -4.69 1.95 7.99 0.3297
C -5.68 2.07 -8.84 -0.7886
O -4.70 2.04 -7.83 -0.1878
C -4.64 0.76 -7.21 -0.8165
C -3.44 0.81 -6.31 0.7123
O -3.43 -0.29 -5.45 -0.4334
C -2.20 -0.43 -4.85 -0.3083
H -6.66 1.86 -8.40 0.3088
H -5.47 1.31 -9.60 0.3008
H -5.69 3.06 -9.28 0.2312
H -4.62 -0.07 -7.92 0.4023
H -5.58 0.68 -6.64 0.3841
H -3.39 1.77 -5.77 -0.4033
H -2.55 0.83 -6.97 -0.0726
H -2.21 -1.22 -4.09 0.1131
H -1.82 0.44 -4.31 -0.0660
H -1.41 -0.74 -5.55 0.5224
C 0.86 1.13 -6.53 -1.0687
O 0.63 1.21 -5.16 0.9550
C 1.81 1.40 -4.39 0.3269
C 2.59 2.63 -4.76 -1.1036
O 1.75 3.76 -4.92 -0.0542
C 2.48 4.86 -5.37 -0.9129
H 1.46 0.26 -6.80 0.3104
H 1.40 2.01 -6.92 0.3031
H -0.06 1.14 -7.12 0.1103
H 2.42 0.49 -4.52 0.2617
H 1.59 1.37 -3.32 -0.9088
H 3.17 2.51 -5.68 0.4862
H 3.32 2.81 -3.96 0.6215
H 2.55 4.97 -6.46 0.2940
H 3.45 4.88 -4.87 0.3564
H 1.97 5.79 -5.08 0.2414
C -4.36 -0.14 -0.86 -0.8396
O -3.64 -0.95 0.03 0.1790
C -3.56 -2.35 -0.18 2.7816
C -4.94 -2.99 -0.05 -0.9402
O -5.69 -2.99 -1.23 -0.4483
C -5.22 -3.87 -2.22 -0.5018
H -4.20 0.91 -0.63 0.0965
H -5.43 -0.35 -0.82 0.3467
H -3.97 -0.29 -1.87 0.2894
H -2.89 -2.69 0.60 -2.1131
H -3.17 -2.52 -1.19 -0.1126
H -5.50 -2.61 0.80 0.3218
H -4.73 -4.04 0.23 0.3739
H -5.41 -4.91 -1.93 0.2872
H -4.14 -3.78 -2.39 0.0849
H -5.74 -3.65 -3.15 0.2932
```

Output
Gap between HOMO and LUMO ... 8.76 eV
E_HOMO ... -8.85 eV
Net charge ... 0
LUMO ... -0.096 eV

***

Density functional theory data (wB97M-V/def2-TZVPD) for C11H17F9OSi in the gas phase.

```
39
Properties=species:S:1:pos:R:3:nbo_charge:R:1
C 2.14 -1.89 -1.92 -0.6358
C 0.62 -1.67 -1.91 -0.0633
O 0.30 -0.29 -1.79 -0.9065
Si -0.34 0.32 -0.38 2.0022
C 0.31 -0.46 1.19 -0.9766
C 0.40 -1.97 1.29 -0.4864
C -0.96 -2.71 1.16 0.9814
F -1.39 -2.60 -0.09 -0.3206
F -0.76 -3.99 1.50 -0.3168
F -1.82 -2.10 1.99 -0.3290
C -2.21 0.35 -0.36 -0.9475
C -2.88 0.74 0.92 -0.4724
C -2.34 2.06 1.52 0.9842
F -1.14 1.76 2.10 -0.3416
F -2.15 2.94 0.55 -0.3205
F -3.22 2.51 2.41 -0.3161
C 0.21 2.10 -0.21 -0.9371
C 1.46 2.39 -1.00 -0.4795
C 2.64 1.57 -0.47 0.9832
F 2.72 0.42 -1.15 -0.3238
F 2.47 1.31 0.84 -0.3351
F 3.76 2.28 -0.63 -0.3256
H 2.64 -1.72 -0.97 0.2075
H 2.57 -1.16 -2.64 0.2210
H 2.42 -2.91 -2.23 0.2101
H 0.21 -2.22 -1.07 0.1762
H 0.11 -2.08 -2.83 0.1785
H 1.33 -0.04 1.25 0.2748
H -0.23 -0.05 2.05 0.2622
H 0.86 -2.22 2.25 0.2235
H 1.13 -2.39 0.65 0.2218
H -2.60 0.98 -1.18 0.2417
H -2.44 -0.69 -0.61 0.2497
H -2.69 0.01 1.70 0.2310
H -3.97 0.82 0.82 0.2248
H -0.60 2.72 -0.57 0.2524
H 0.38 2.34 0.85 0.2550
H 1.34 2.11 -2.04 0.2314
H 1.72 3.44 -0.98 0.2216
```

Output
Gap between HOMO and LUMO ... 10.63 eV
E_HOMO ... -9.85 eV
Relative energy (zero: lowest compared OMol25 entry of this formula, charge and spin) ... 0.0 kJ/mol
Net charge ... 0
LUMO ... 0.776 eV

***

Density functional theory data (wB97M-V/def2-TZVPD) for a 3-piece molecular cluster, C5H17N2O3 overall.

```
27
Properties=species:S:1:pos:R:3:nbo_charge:R:1
C 0.38 -0.24 1.80 -0.6632
C -0.12 0.75 0.90 -0.0018
C 0.36 0.81 -0.65 -0.3984
C 1.83 0.49 -0.86 -0.5065
C 2.05 -1.03 -0.93 0.7174
N 3.27 -1.56 -1.33 -0.8063
O 1.20 -1.81 -0.47 -0.6929
N -1.69 0.41 0.63 -0.8111
H 0.31 -1.33 1.54 0.2623
H -0.03 -0.07 2.88 0.2330
H 1.44 0.08 1.78 0.2308
H 0.06 1.72 1.30 0.2202
H -0.28 0.20 -1.19 0.2096
H 0.14 1.80 -1.01 0.2253
H 2.14 0.97 -1.73 0.2433
H 2.42 0.86 -0.08 0.2403
H 3.48 -2.59 -1.18 0.4342
H 4.00 -1.00 -1.76 0.4106
H -2.15 1.26 0.19 0.4675
H -1.58 -0.58 0.01 0.4840
H -2.19 0.16 1.56 0.4252
H -1.72 -2.56 -1.14 0.4940
H -0.38 -2.08 -0.51 0.5167
O -1.37 -2.19 -0.35 -0.9679
H -3.83 3.03 -0.42 0.5078
H -4.18 2.19 0.86 0.4978
O -3.56 2.32 0.16 -0.9720
```

Output
Gap between HOMO and LUMO ... 11.22 eV
E_HOMO ... -13.79 eV
Relative energy (zero: lowest compared OMol25 entry of this formula, charge and spin) ... 54.1 kJ/mol
Net charge ... +1
LUMO ... -2.579 eV

***

Density functional theory data (wB97M-V/def2-TZVPD) for a 8-piece molecular cluster, C31H59ClNO22P2 overall.

```
116
Properties=species:S:1:pos:R:3:mulliken_charge:R:1
C -1.31 1.11 0.68 -1.2920
C -0.89 -0.30 0.27 -0.1254
Cl -0.92 -0.54 -1.51 -0.1734
C 0.43 -0.82 0.89 -0.7193
N 1.47 0.21 1.07 0.5125
C 1.77 1.00 0.04 -0.1586
C 2.71 1.96 0.10 -1.1194
C 3.43 2.13 1.26 -0.3766
C 3.16 1.29 2.34 0.1991
P 4.23 1.57 3.83 0.1543
O 4.12 2.95 4.33 -0.4802
C 2.16 0.33 2.24 0.3579
P 1.85 -0.76 3.72 0.1282
C 0.10 -0.64 4.28 -1.1561
C 2.31 -2.50 3.25 -0.7286
H -2.37 1.22 0.47 0.4119
H -0.82 1.81 -0.02 0.3224
H -1.10 1.36 1.72 0.2864
H -1.67 -0.97 0.64 0.5153
H 0.84 -1.55 0.19 0.2476
H 0.19 -1.37 1.80 0.3099
H 1.22 0.86 -0.89 0.6040
H 2.92 2.61 -0.74 0.4790
H 4.22 2.87 1.36 0.4946
H 4.01 0.57 4.80 0.1502
H 5.54 1.32 3.35 0.1334
H 0.03 -1.17 5.23 0.4093
H -0.65 -1.09 3.61 0.3362
H -0.19 0.40 4.45 0.3307
H 1.54 -3.23 3.49 0.4307
H 2.57 -2.51 2.19 -0.0474
H 3.24 -2.73 3.77 0.4182
C 4.45 5.61 4.64 -0.5454
O 4.84 6.89 4.12 -0.3194
C 5.92 7.41 4.69 0.7654
O 6.57 6.90 5.57 -0.5368
O 6.17 8.59 4.12 -0.3251
C 7.32 9.27 4.64 -0.6272
H 3.57 5.30 4.09 0.2201
H 5.24 4.89 4.48 0.2968
H 4.21 5.69 5.69 0.3073
H 8.22 8.67 4.48 0.2933
H 7.19 9.48 5.70 0.2941
H 7.41 10.20 4.10 0.2193
C -6.22 1.98 -0.11 -0.7734
O -5.67 2.03 1.21 -0.1382
C -6.25 2.94 2.00 0.6642
O -7.14 3.67 1.70 -0.5568
O -5.65 2.87 3.20 -0.2457
C -6.17 3.80 4.16 -0.6942
H -5.68 1.21 -0.66 0.2194
H -7.27 1.71 -0.09 0.3318
H -6.08 2.93 -0.62 0.3483
H -7.22 3.60 4.35 0.3107
H -6.03 4.82 3.82 0.3108
H -5.61 3.65 5.08 0.2327
C -7.90 -1.39 7.50 -0.6283
O -8.20 -0.44 6.48 -0.3209
C -7.61 -0.68 5.31 0.7616
O -6.88 -1.61 5.06 -0.5501
O -7.97 0.28 4.45 -0.3289
C -7.41 0.14 3.15 -0.5863
H -8.44 -1.08 8.39 0.2256
H -8.24 -2.38 7.21 0.2965
H -6.83 -1.41 7.71 0.2862
H -7.74 -0.79 2.68 0.4412
H -6.33 0.19 3.19 0.2681
H -7.78 0.97 2.55 0.1367
C 4.21 -5.41 -4.03 -0.7065
O 3.56 -4.37 -3.28 -0.3003
C 2.46 -3.88 -3.87 0.7396
O 2.01 -4.23 -4.92 -0.5457
O 1.96 -2.93 -3.07 -0.2401
C 0.77 -2.32 -3.57 0.4973
H 5.07 -5.72 -3.45 0.2258
H 3.54 -6.26 -4.16 0.3272
H 4.54 -5.03 -5.00 0.3293
H -0.03 -3.05 -3.67 0.4437
H 0.96 -1.81 -4.52 0.0646
H 0.46 -1.57 -2.84 -0.7124
C 2.59 -0.86 -7.33 -0.5901
O 2.32 0.33 -8.08 -0.3408
C 1.41 1.13 -7.53 0.8275
O 0.83 0.93 -6.49 -0.5764
O 1.25 2.18 -8.32 -0.3493
C 0.29 3.14 -7.85 -0.5479
H 3.34 -1.42 -7.89 0.2781
H 2.99 -0.61 -6.35 0.2551
H 1.69 -1.47 -7.24 0.2721
H 0.59 3.55 -6.89 0.2762
H -0.70 2.68 -7.78 0.2254
H 0.25 3.94 -8.58 0.2383
C -1.92 -0.79 -5.97 -0.2742
O -2.76 -1.26 -7.02 -0.3232
C -3.56 -0.32 -7.53 0.8041
O -3.61 0.83 -7.18 -0.5483
O -4.29 -0.88 -8.49 -0.3440
C -5.20 0.02 -9.14 -0.6243
H -1.31 -1.63 -5.64 0.1870
H -1.25 -0.01 -6.33 0.0384
H -2.51 -0.43 -5.13 0.2788
H -4.66 0.83 -9.62 0.2938
H -5.92 0.41 -8.42 0.2914
H -5.73 -0.56 -9.89 0.2254
C 4.25 -8.77 3.26 -0.6371
O 3.85 -7.41 3.01 -0.3187
C 3.96 -7.04 1.74 0.7082
O 4.34 -7.72 0.83 -0.5336
O 3.55 -5.76 1.65 -0.1957
C 3.61 -5.23 0.32 -0.5255
H 4.12 -8.95 4.32 0.2196
H 3.62 -9.46 2.71 0.2992
H 5.30 -8.91 3.00 0.2995
H 2.96 -5.79 -0.35 0.3179
H 4.63 -5.24 -0.05 0.3417
H 3.26 -4.20 0.38 0.0205
```

Output
Gap between HOMO and LUMO ... 7.38 eV
E_HOMO ... -12.00 eV
Net charge ... +1
LUMO ... -4.620 eV